Record 1
# C23H25F3O4

A cluster of 2 separate species, C23H25F3O4 in total at a distorted geometry (ωB97M-V/def2-TZVPD, OMol25).

Each line ends with the Mulliken charge.
Atoms and positions in Å:
C (3.507, 2.209, 1.776)  -1.2970
C (3.121, 0.806, 2.147)  -0.0988
O (1.710, 0.723, 1.971)  -0.2342
C (1.233, -0.497, 2.291)  0.8400
C (-0.195, -0.622, 2.125)  -0.0672
C (-0.817, -1.964, 1.851)  0.6395
C (-1.156, -2.652, 3.155)  -1.1048
C (0.015, -2.913, 0.990)  -1.7622
C (-0.970, 0.590, 1.878)  0.1738
O (-0.608, 1.750, 1.711)  -0.6847
O (-2.296, 0.260, 1.831)  -0.3526
C (-3.193, 1.371, 1.629)  -0.2880
C (-3.149, 2.348, 2.770)  -0.9910
O (1.975, -1.413, 2.669)  -0.7040
H (4.553, 2.370, 2.018)  0.4160
H (3.405, 2.393, 0.706)  0.3155
H (2.925, 2.959, 2.313)  0.3032
H (3.610, 0.067, 1.491)  0.2845
H (3.337, 0.596, 3.204)  0.2243
H (-1.734, -1.686, 1.324)  0.5308
H (-1.720, -1.970, 3.790)  0.0718
H (-1.760, -3.550, 2.977)  0.3632
H (-0.239, -2.923, 3.697)  0.3600
H (0.100, -2.549, -0.038)  0.4102
H (1.019, -3.036, 1.413)  0.3138
H (-0.496, -3.882, 0.959)  0.4428
H (-2.918, 1.868, 0.687)  0.3009
H (-4.176, 0.896, 1.535)  0.3218
H (-3.903, 3.114, 2.626)  0.4229
H (-3.315, 1.848, 3.728)  0.1409
H (-2.175, 2.841, 2.780)  0.3153
F (-0.243, 3.422, 8.010)  -0.3193
C (0.313, 2.296, 7.441)  0.2113
C (1.699, 2.151, 7.502)  -0.7143
C (2.210, 0.990, 6.930)  0.3270
F (3.575, 0.798, 6.963)  -0.3280
C (1.416, 0.004, 6.362)  -0.8461
C (-0.016, 0.133, 6.360)  1.1379
C (-0.742, -1.005, 5.900)  -0.2871
C (-2.109, -1.379, 6.143)  1.0451
C (-2.467, -2.749, 5.943)  -0.5225
C (-3.767, -3.216, 6.068)  -0.5986
C (-4.806, -2.344, 6.426)  -0.5675
C (-4.461, -1.020, 6.666)  0.0796
F (-5.455, -0.148, 7.076)  -0.3245
C (-3.167, -0.520, 6.572)  -0.5529
C (-0.542, 1.349, 6.889)  -0.6592
H (2.339, 2.906, 7.966)  0.4883
H (1.854, -0.907, 5.975)  0.4384
H (-0.098, -1.809, 5.542)  0.1804
H (-1.669, -3.461, 5.716)  0.4062
H (-3.991, -4.275, 5.913)  0.3901
H (-5.833, -2.690, 6.548)  0.4458
H (-2.950, 0.507, 6.845)  0.3663
H (-1.609, 1.525, 6.887)  0.5970

Computed properties:
Highest occupied orbital energy   -6.766 eV
Max |F|   1.648 eV/Å
Frontier orbital gap   3.40 eV
Calculated total energy   -1491.85287 Eh
Relative energy (zero: lowest compared OMol25 entry of this formula, charge and spin)   71.75 kcal per mole

Record 2
# C23H25FN2O3

The molecule C23H25FN2O3 (ωB97M-V/def2-TZVPD, OMol25).

Each line ends with the Mulliken charge.
Atoms and positions in Å:
C (1.548, -6.609, -2.511)  -1.5456
C (2.153, -5.349, -1.955)  0.5253
C (3.535, -5.196, -1.883)  -0.6941
C (4.121, -4.042, -1.376)  0.8190
C (5.616, -3.914, -1.274)  -1.4341
C (3.294, -3.015, -0.938)  -0.8682
C (1.914, -3.135, -1.015)  0.6350
C (1.092, -1.982, -0.504)  0.5751
O (1.512, -1.263, 0.383)  -0.6148
N (-0.093, -1.807, -1.150)  -0.1589
C (-1.267, -1.038, -0.823)  -0.7792
C (-2.302, -1.538, 0.159)  -1.0783
C (-1.610, -0.236, 0.417)  1.3494
C (-0.762, -0.072, 1.660)  -1.1850
C (0.121, 1.166, 1.559)  -0.9528
N (-0.683, 2.350, 1.262)  0.1249
C (-0.809, 3.325, 2.194)  0.5271
O (-0.309, 3.262, 3.306)  -0.6598
C (-1.613, 4.550, 1.834)  0.4493
C (-2.647, 4.939, 2.681)  -0.7182
C (-3.359, 6.096, 2.423)  -0.8814
C (-3.037, 6.890, 1.330)  -0.4950
C (-1.997, 6.530, 0.488)  0.3684
O (-1.609, 7.255, -0.596)  -0.5272
C (-1.300, 5.356, 0.758)  0.8551
F (-0.295, 5.018, -0.069)  -0.3445
C (-1.470, 2.242, 0.045)  -0.5365
C (-2.395, 1.031, 0.128)  -1.2268
C (1.349, -4.305, -1.515)  -0.8364
H (0.532, -6.755, -2.145)  0.3668
H (1.506, -6.571, -3.602)  0.3108
H (2.137, -7.484, -2.236)  0.3843
H (4.172, -6.006, -2.224)  0.3704
H (5.945, -2.916, -1.562)  0.3643
H (5.948, -4.084, -0.248)  0.2940
H (6.121, -4.638, -1.913)  0.3828
H (3.711, -2.107, -0.522)  0.4964
H (-0.259, -2.466, -1.893)  0.2606
H (-1.670, -0.591, -1.724)  0.3935
H (-3.345, -1.552, -0.131)  0.2849
H (-1.984, -2.368, 0.780)  0.3163
H (-1.448, 0.053, 2.505)  0.3375
H (-0.147, -0.946, 1.850)  0.5816
H (0.653, 1.348, 2.488)  0.4363
H (0.848, 1.027, 0.757)  0.4143
H (-2.866, 4.329, 3.546)  0.4550
H (-4.167, 6.394, 3.078)  0.3937
H (-3.589, 7.801, 1.130)  0.2743
H (-2.147, 8.051, -0.650)  0.3087
H (-2.051, 3.147, -0.106)  0.5093
H (-0.788, 2.136, -0.805)  0.2338
H (-2.966, 0.935, -0.798)  0.4379
H (-3.115, 1.191, 0.939)  0.2868
H (0.272, -4.435, -1.531)  0.4137

Computed properties:
Highest occupied orbital energy   -8.775 eV
Structure (SMILES)   Cc1cc(C)cc(C(=O)N[C@H]2CC23CCN(C(=O)c2cccc(O)c2F)CC3)c1
Max |F|   0.351 eV/Å
Frontier orbital gap   9.38 eV
Calculated total energy   -1326.55685 Eh
Relative energy (zero: lowest compared OMol25 entry of this formula, charge and spin)   9.98 kcal per mole

Record 3
# C23H25FN2O6S2

The molecule C23H25FN2O6S2 at a distorted geometry (ωB97M-V/def2-TZVPD, OMol25).

Each line ends with the Mulliken charge.
Atoms and positions in Å:
O (-0.797, 2.252, 1.310)  -0.5962
S (0.017, 2.796, 0.257)  1.3611
O (-0.624, 3.530, -0.794)  -0.7137
N (1.264, 3.682, 0.943)  -0.3371
C (1.057, 4.105, 2.313)  -1.2664
C (0.111, 5.314, 2.383)  0.6140
C (-0.056, 5.858, 3.807)  -0.7769
C (0.971, 6.988, 3.852)  -0.5860
C (0.913, 7.499, 2.415)  -0.5225
O (0.667, 6.366, 1.600)  -0.4510
C (0.901, 1.413, -0.457)  -0.0661
C (0.581, 0.986, -1.732)  -0.1411
C (1.106, -0.213, -2.191)  -0.9027
C (1.926, -0.949, -1.356)  0.3246
S (2.334, -2.635, -1.811)  1.3721
O (2.352, -2.746, -3.239)  -0.7319
O (3.484, -3.037, -1.055)  -0.7211
N (1.026, -3.485, -1.260)  0.1788
C (0.004, -3.970, -2.158)  -1.1935
C (-1.382, -3.535, -1.753)  0.8308
C (-1.703, -2.185, -1.670)  -0.2092
C (-2.951, -1.776, -1.241)  -0.5648
C (-3.886, -2.740, -0.909)  0.4194
F (-5.106, -2.354, -0.483)  -0.3678
C (-3.605, -4.090, -1.001)  -0.6617
C (-2.346, -4.479, -1.421)  -0.7500
C (0.940, -3.811, 0.143)  -1.0823
C (-0.106, -3.020, 0.865)  0.6643
C (-1.197, -3.405, 1.588)  -0.8267
C (-1.834, -2.212, 2.014)  -0.9610
C (-1.088, -1.190, 1.518)  -0.4036
O (-0.038, -1.670, 0.826)  0.1794
C (2.302, -0.484, -0.110)  -0.8691
C (1.782, 0.715, 0.347)  -0.5367
H (1.471, 4.480, 0.357)  0.3680
H (2.031, 4.358, 2.741)  0.4432
H (0.619, 3.261, 2.847)  0.4161
H (-0.843, 5.013, 1.932)  0.3333
H (-1.062, 6.256, 3.941)  0.3395
H (0.120, 5.089, 4.555)  0.3466
H (1.963, 6.596, 4.077)  0.2442
H (0.723, 7.761, 4.576)  0.3843
H (0.092, 8.219, 2.293)  0.2837
H (1.842, 7.963, 2.078)  0.2973
H (-0.091, 1.584, -2.327)  0.5638
H (0.889, -0.592, -3.178)  0.4678
H (0.046, -5.067, -2.198)  0.3627
H (0.269, -3.582, -3.144)  0.4012
H (-0.960, -1.446, -1.924)  0.3091
H (-3.201, -0.730, -1.156)  0.5102
H (-4.360, -4.814, -0.740)  0.4549
H (-2.111, -5.531, -1.487)  0.3706
H (1.933, -3.612, 0.554)  0.4472
H (0.717, -4.877, 0.264)  0.3704
H (-1.510, -4.408, 1.792)  0.5453
H (-2.724, -2.136, 2.602)  0.5048
H (-1.184, -0.122, 1.580)  0.6099
H (2.976, -1.079, 0.486)  0.5004
H (2.020, 1.099, 1.325)  0.4202

Computed properties:
Highest occupied orbital energy   -8.390 eV
Structure (SMILES)   O=S(=O)(NC[C@H]1CCCO1)c1ccc(S(=O)(=O)N(Cc2ccc(F)cc2)Cc2ccco2)cc1
Max |F|   1.035 eV/Å
Frontier orbital gap   8.52 eV
Calculated total energy   -2348.58496 Eh
Relative energy (zero: lowest compared OMol25 entry of this formula, charge and spin)   3.65 kcal per mole

Record 4
# C23H25FN3O2Ta

A structure of composition C23H25FN3O2Ta (ωB97M-V/def2-TZVPD, OMol25).

Each line ends with the Mulliken charge.
Atoms and positions in Å:
Ta (0.348, 0.378, -0.128)  -0.2270
O (-1.360, 2.147, 3.226)  -0.5872
C (-0.894, 1.379, 2.430)  0.0218
N (-0.542, 1.711, 1.123)  0.1642
C (-0.923, 3.062, 0.727)  -0.7139
C (-0.798, 3.166, -0.758)  0.5394
C (-1.180, 4.290, -1.475)  -0.9408
C (-1.027, 4.293, -2.846)  -0.3756
C (-0.488, 3.172, -3.478)  -0.8724
C (-0.120, 2.097, -2.713)  -0.1480
N (-0.275, 2.091, -1.368)  0.1568
C (-0.659, -0.068, 2.731)  0.7183
C (-0.997, -0.624, 3.943)  -0.6825
C (-0.813, -1.990, 4.115)  -0.5330
C (-0.317, -2.741, 3.059)  -1.1104
C (0.010, -2.108, 1.875)  -0.2632
N (-0.142, -0.784, 1.714)  0.2550
H (-0.290, 3.808, 1.215)  0.3830
H (-1.946, 3.275, 1.046)  0.5727
H (-1.595, 5.141, -0.953)  0.5567
H (-1.322, 5.157, -3.426)  0.4505
H (-0.351, 3.140, -4.550)  0.4717
H (0.313, 1.209, -3.152)  0.3956
H (-1.407, 0.015, 4.713)  0.5962
H (-1.068, -2.464, 5.053)  0.4933
H (-0.183, -3.810, 3.144)  0.5122
H (0.389, -2.663, 1.030)  0.7312
C (-2.619, -0.756, -2.167)  -1.4389
C (-1.388, -1.629, -2.027)  1.5083
C (-0.741, -1.948, -3.360)  -1.5110
C (-1.650, -2.871, -1.202)  -1.5898
O (-0.386, -0.826, -1.272)  0.5966
H (-3.385, -1.294, -2.725)  0.5002
H (-2.389, 0.160, -2.713)  0.3013
H (-3.033, -0.503, -1.189)  0.3461
H (-1.418, -2.564, -3.952)  0.4429
H (0.186, -2.504, -3.222)  0.3657
H (-0.539, -1.039, -3.927)  0.3537
H (-2.386, -3.490, -1.715)  0.4975
H (-2.056, -2.615, -0.222)  0.3644
H (-0.742, -3.464, -1.086)  0.3368
F (3.394, -2.378, 3.539)  -0.3341
C (3.166, -1.595, 2.499)  0.4901
C (3.109, -2.167, 1.235)  -0.7927
C (2.842, -1.352, 0.152)  -0.1099
C (2.676, 0.043, 0.313)  -0.2080
C (2.303, 0.906, -0.829)  -0.8983
C (2.737, 0.575, 1.623)  0.0580
C (2.986, -0.236, 2.713)  -0.7747
H (3.284, -3.229, 1.121)  0.5130
H (2.816, -1.777, -0.845)  0.4586
H (2.579, 0.515, -1.806)  0.5055
H (2.588, 1.950, -0.716)  0.4626
H (2.636, 1.645, 1.768)  0.4510
H (3.066, 0.164, 3.715)  0.5407

Computed properties:
Highest occupied orbital energy   -15.487 eV
Net charge   +2
Max |F|   0.257 eV/Å
Frontier orbital gap   8.61 eV
Calculated total energy   -1362.68664 Eh
Relative energy (zero: lowest compared OMol25 entry of this formula, charge and spin)   0.10 kcal per mole